Below is a structure of composition C6H9FeMgO5, with properties calculated with the ωB97M-V functional and the def2-TZVPD basis.

Positions of all 22 atoms, in Å:
O: -0.455 -2.151 1.738
C: -1.197 -2.376 0.598
C: -0.345 -2.450 -0.598
O: 0.821 -1.674 -0.528
Mg: 0.793 -0.742 1.264
H: -1.899 -3.224 0.669
H: -0.058 -3.484 -0.845
O: -0.068 0.756 -2.020
C: -1.264 0.399 -1.514
C: -1.625 0.663 -0.152
O: -0.552 0.842 0.764
C: 0.158 2.097 0.781
C: 1.580 1.769 1.076
O: 2.074 0.687 0.452
Fe: 1.497 -0.065 -1.307
H: -2.122 0.558 -2.191
H: -2.426 1.377 0.044
H: -0.281 2.768 1.534
H: 0.023 2.548 -0.219
H: 2.266 2.529 1.463
H: -1.980 -0.991 0.321
H: -1.090 -1.435 -1.404

Calculated values
DFT total energy in a.u.: -2073.601424
Gap between HOMO and LUMO (alpha / beta) in eV: 7.4 / 7.4
Spin multiplicity: 7
LUMO level (alpha / beta) in Eh: -0.1515 / -0.2190
Net charge: +1

=====

Below is a structure of composition C32H47ClMnPSi4Te, with properties calculated with the ωB97M-V functional and the def2-TZVPD basis.

Positions of all 87 atoms, in Å:
C: -1.411 2.067 -0.426
C: -1.587 1.411 -1.710
C: -2.603 0.424 -1.568
H: -1.097 1.694 -2.652
C: -2.993 0.346 -0.195
C: -2.259 1.344 0.555
H: -2.287 1.513 1.612
H: -0.774 2.929 -0.240
H: -3.098 -0.075 -2.405
H: -3.746 -0.317 0.210
Mn: -0.839 0.072 -0.051
Cl: -1.359 -2.269 0.139
P: -0.725 -1.896 -3.290
C: -2.410 -2.382 -3.769
C: -2.934 -2.206 -5.059
H: -2.303 -1.792 -5.841
C: -4.267 -2.534 -5.319
H: -4.667 -2.424 -6.328
C: -5.085 -3.027 -4.301
H: -6.124 -3.319 -4.504
C: -4.580 -3.182 -2.998
H: -5.210 -3.571 -2.190
C: -3.256 -2.848 -2.738
H: -2.849 -2.898 -1.724
C: -0.078 -0.864 -4.648
C: -0.806 0.266 -5.076
H: -1.784 0.477 -4.646
C: -0.272 1.115 -6.043
H: -0.876 1.937 -6.432
C: 1.016 0.883 -6.546
H: 1.402 1.505 -7.362
C: 1.785 -0.171 -6.040
H: 2.789 -0.350 -6.428
C: 1.254 -1.029 -5.080
H: 1.851 -1.836 -4.659
C: 0.212 -3.435 -3.288
C: -0.129 -4.504 -4.130
H: -0.996 -4.422 -4.788
C: 0.645 -5.667 -4.112
H: 0.418 -6.489 -4.799
C: 1.731 -5.769 -3.223
H: 2.359 -6.674 -3.227
C: 2.025 -4.728 -2.332
H: 2.864 -4.815 -1.636
C: 1.249 -3.567 -2.350
H: 1.410 -2.762 -1.636
C: -1.146 -0.948 3.725
Si: 0.494 -0.197 4.283
C: 0.269 0.633 5.971
C: 1.845 -1.513 4.384
Si: 1.129 1.456 2.756
Te: 1.526 0.507 0.423
Si: -0.224 3.338 3.213
C: 0.456 4.234 4.720
C: -0.137 4.506 1.742
C: -2.003 2.868 3.658
Si: 3.330 2.058 3.279
C: 3.483 2.435 5.125
C: 4.577 0.698 2.875
C: 3.669 3.606 2.246
H: -1.383 -1.745 4.444
H: -1.108 -1.407 2.726
H: -1.983 -0.238 3.726
H: -0.036 -0.171 6.655
H: 1.186 1.082 6.375
H: -0.514 1.400 5.993
H: 2.020 -1.993 3.413
H: 2.808 -1.145 4.755
H: 1.494 -2.291 5.081
H: 1.438 4.678 4.551
H: -0.250 5.049 4.937
H: 0.514 3.603 5.619
H: -0.776 4.183 0.908
H: -0.515 5.481 2.074
H: 0.881 4.647 1.349
H: -2.633 2.684 2.780
H: -2.086 1.996 4.326
H: -2.447 3.738 4.179
H: 3.260 1.562 5.754
H: 4.533 2.711 5.289
H: 2.854 3.272 5.466
H: 4.540 0.422 1.817
H: 5.589 1.088 3.089
H: 4.442 -0.215 3.469
H: 3.581 3.400 1.167
H: 3.011 4.456 2.479
H: 4.704 3.908 2.452

Calculated values
DFT total energy in a.u.: -4626.190057
Gap between HOMO and LUMO (alpha / beta) in eV: 5.9 / 7.1
Spin multiplicity: 5
LUMO level (alpha / beta) in Eh: -0.0559 / -0.0173
Net charge: 0

=====

Below is a structure of composition C30H42F22N2O30S6Zr, with properties calculated with the ωB97M-V functional and the def2-TZVPD basis.

Positions of all 133 atoms, in Å:
Zr: 8.666 -6.206 -17.963
N: 6.726 -6.011 -18.737
S: 6.165 -5.883 -20.245
O: 5.858 -4.567 -20.655
O: 5.509 -7.004 -20.822
F: 7.618 -5.940 -20.970
S: 5.155 -5.915 -17.989
O: 4.427 -7.111 -17.895
O: 4.516 -4.676 -18.196
F: 5.838 -5.683 -16.567
N: 9.394 -4.673 -19.148
S: 10.888 -4.636 -20.046
O: 11.967 -4.135 -19.295
O: 10.863 -4.627 -21.447
F: 10.968 -6.224 -19.829
S: 9.068 -3.136 -19.470
O: 8.446 -2.920 -20.719
O: 9.847 -2.118 -18.870
F: 7.814 -3.112 -18.443
O: 10.460 -6.826 -17.099
C: 10.400 -8.075 -16.443
C: 8.986 -8.404 -15.951
O: 7.919 -7.766 -16.643
H: 10.553 -8.718 -17.329
H: 11.150 -8.301 -15.683
H: 8.897 -7.969 -14.934
H: 8.978 -9.475 -15.713
C: 7.022 -5.489 -12.469
C: 7.363 -5.344 -13.934
O: 8.515 -4.526 -14.151
C: 8.886 -4.164 -15.300
O: 8.551 -4.674 -16.350
C: 9.862 -2.957 -15.317
F: 11.030 -3.381 -15.813
F: 9.360 -2.012 -16.100
F: 10.039 -2.446 -14.108
H: 6.251 -6.260 -12.418
H: 6.649 -4.568 -12.029
H: 7.851 -5.903 -11.894
H: 6.525 -4.892 -14.470
H: 7.371 -6.365 -14.331
C: 18.189 -6.901 -20.352
C: 17.806 -6.121 -19.111
O: 16.564 -5.440 -19.311
C: 16.675 -4.227 -19.813
O: 17.681 -3.732 -20.221
C: 15.361 -3.429 -19.797
F: 14.550 -3.823 -18.813
F: 15.597 -2.134 -19.691
F: 14.715 -3.639 -20.959
H: 17.368 -7.547 -20.674
H: 19.032 -7.571 -20.166
H: 18.480 -6.283 -21.200
H: 18.597 -5.407 -18.888
H: 17.749 -6.802 -18.269
C: 15.406 -9.578 -19.244
C: 14.260 -9.039 -20.084
O: 14.784 -8.353 -21.227
C: 14.119 -7.324 -21.714
O: 13.104 -6.891 -21.247
C: 14.702 -6.775 -23.032
F: 15.459 -7.692 -23.643
F: 13.739 -6.388 -23.849
F: 15.480 -5.724 -22.733
H: 15.061 -9.821 -18.242
H: 16.184 -8.825 -19.132
H: 15.812 -10.447 -19.761
H: 13.648 -8.366 -19.485
H: 13.610 -9.845 -20.428
C: 12.594 0.887 -17.378
C: 12.996 -0.476 -17.917
O: 12.443 -0.803 -19.195
C: 12.899 -0.187 -20.265
O: 13.641 0.739 -20.314
C: 12.367 -0.873 -21.547
F: 13.355 -1.603 -22.089
F: 11.334 -1.691 -21.311
F: 11.992 0.046 -22.436
H: 13.028 0.989 -16.386
H: 11.504 0.917 -17.311
H: 12.889 1.691 -18.047
H: 12.645 -1.240 -17.225
H: 14.083 -0.581 -17.954
C: 10.321 -8.534 -23.460
C: 10.023 -8.101 -22.045
O: 9.043 -8.997 -21.437
C: 8.854 -8.930 -20.166
O: 8.917 -7.922 -19.497
C: 8.398 -10.269 -19.531
F: 8.246 -11.209 -20.459
F: 9.326 -10.682 -18.666
F: 7.233 -10.081 -18.930
H: 11.162 -7.926 -23.795
H: 9.425 -8.351 -24.047
H: 10.658 -9.567 -23.524
H: 9.591 -7.099 -22.065
H: 10.915 -7.999 -21.430
C: 8.985 -1.158 -23.515
C: 7.813 -0.681 -24.332
O: 6.587 -1.016 -23.659
C: 6.145 -0.211 -22.714
O: 6.531 0.883 -22.462
C: 5.028 -0.874 -21.872
F: 5.456 -1.131 -20.634
F: 4.011 0.010 -21.796
F: 4.554 -1.996 -22.404
H: 9.931 -0.930 -24.004
H: 8.986 -2.227 -23.297
H: 8.939 -0.674 -22.537
H: 7.840 -1.053 -25.354
H: 7.821 0.406 -24.441
C: 5.021 -2.104 -16.683
C: 4.495 -0.772 -16.085
O: 5.272 -0.533 -14.911
S: 6.025 -1.864 -14.434
O: 5.068 -2.678 -13.764
O: 7.239 -1.542 -13.790
O: 6.217 -2.362 -15.931
H: 5.331 -1.989 -17.713
H: 4.299 -2.890 -16.487
H: 3.445 -0.815 -15.811
H: 4.696 0.044 -16.773
C: 13.910 -5.242 -16.251
C: 13.912 -6.658 -16.866
O: 15.275 -7.115 -16.772
S: 16.039 -6.353 -15.607
O: 17.410 -6.169 -15.883
O: 15.639 -6.946 -14.385
O: 15.243 -4.991 -15.838
H: 13.250 -5.280 -15.384
H: 13.564 -4.466 -16.921
H: 13.532 -6.748 -17.877
H: 13.416 -7.352 -16.186

Calculated values
DFT total energy in a.u.: -8168.355023
Gap between HOMO and LUMO in eV: 8.6
LUMO level in Eh: -0.0526
Net charge: 0